The following is a DFT calculation (wB97M-V/def2-TZVPD) of a structure of composition C24H32MnN5SSb at a distorted geometry.

Results
Charge   +3
Calculated total energy   -81524.819 eV
Gap between HOMO and LUMO (spin up / spin down)   0.20374 / 0.20087 hartree

Each line ends with the Mulliken charge.
Geometry (Å):
H: 2.546 -2.719 -2.254  0.598
H: 3.177 1.239 3.396  0.398
H: 3.727 4.292 2.026  0.380
N: 0.481 0.855 -1.773  0.585
S: -2.308 -0.274 -0.598  -0.076
H: -1.962 2.098 1.541  0.232
H: 4.147 1.804 -1.685  0.403
C: 3.639 0.829 2.504  -1.264
H: 5.277 1.248 -0.452  0.492
N: -0.154 0.232 1.952  0.702
C: 1.100 -1.564 1.110  -0.291
H: -6.590 -1.624 0.391  0.321
C: 1.197 -0.200 -2.242  0.540
C: 0.491 1.857 -3.922  -1.038
H: 1.440 0.729 -5.474  0.524
H: -1.529 2.547 -1.426  0.208
N: -4.961 -0.496 -0.316  -0.072
Sb: 2.987 1.956 0.773  0.407
C: 1.564 -0.270 -3.580  -0.882
H: 0.895 -2.358 3.838  0.555
H: -0.001 3.459 -1.151  0.263
C: -6.100 -1.374 -0.555  -0.520
C: 0.143 1.869 -2.576  1.020
C: 0.444 -1.412 3.581  -0.794
C: 2.297 -3.196 -0.171  -1.155
C: -3.038 -3.247 -1.583  -0.791
H: 3.396 -0.224 2.413  0.364
C: 2.152 -2.402 -1.302  -0.479
H: -5.753 -2.716 -2.263  0.340
C: -0.728 0.985 2.898  1.015
C: -3.820 -1.068 -0.684  0.225
H: -5.638 -3.523 -0.686  0.357
N: -4.014 -2.282 -1.170  0.142
C: -0.191 -0.652 4.558  -0.725
C: -0.758 0.569 4.224  -1.017
C: -1.293 2.280 2.400  -1.266
H: 4.011 0.151 -1.049  0.364
H: 1.887 -3.386 1.934  0.586
H: 2.105 -1.118 -3.969  0.566
H: -2.064 -2.993 -1.168  0.206
H: 2.798 -4.149 -0.244  0.516
N: 0.972 -0.799 0.003  1.457
H: -2.962 -3.291 -2.670  0.314
H: 4.715 0.958 2.582  0.487
H: -1.224 1.193 4.971  0.559
H: 0.201 2.680 -4.557  0.551
C: 1.190 0.770 -4.426  -0.753
C: -0.627 2.964 -1.906  -1.199
H: -0.949 3.717 -2.619  0.518
C: 1.476 -1.189 -1.189  -0.332
H: -5.066 0.422 0.087  0.177
C: 4.252 1.180 -0.804  -1.275
C: 1.777 -2.780 1.050  -0.499
H: -0.237 -1.008 5.575  0.520
H: 4.051 4.442 0.286  0.382
H: -3.341 -4.228 -1.219  0.341
H: -6.829 -0.878 -1.202  0.315
H: 5.129 3.471 1.310  0.386
C: -5.440 -2.593 -1.222  -0.533
C: 4.100 3.782 1.146  -1.149
H: -0.474 2.944 2.093  0.236
H: -1.860 2.793 3.172  0.507
C: 0.459 -0.938 2.276  0.409
Mn: -0.317 0.639 0.018  -0.357

Cartesian forces (eV/Å) of the 3 atoms listed first:
0.0626 -0.0267 -0.0812
-0.1102 0.0639 0.0726
-0.0993 0.0136 0.0808